(1)
24
Properties=species:S:1:pos:R:3:forces:R:3:nbo_charge:R:1 method="wB97M-V/def2-TZVPD" homo_ev=-14.289 charge=+1
C -0.594 -1.748 -1.204 -0.79 -0.61 -0.01 -0.42
C 1.498 1.518 -0.113 0.81 -0.32 -0.27 0.43
C -0.371 -0.607 -0.565 5.29 -0.72 0.53 0.20
C 2.768 -0.626 -0.332 -2.35 -2.65 1.62 -0.39
C 2.245 -0.626 1.141 -0.44 0.76 -1.08 -0.42
C 1.480 0.052 0.019 -3.85 -1.38 -0.96 -0.11
C -2.623 0.353 -0.757 -1.83 -0.20 1.02 -0.44
C -1.333 0.517 1.330 -0.49 -2.87 0.67 -0.40
N -1.272 0.410 -0.127 -0.67 -1.24 -0.98 -0.47
O 0.557 2.121 -0.574 0.00 1.00 0.06 -0.55
H -1.676 -1.993 -1.389 1.14 0.14 -0.03 0.23
H 0.132 -2.574 -1.540 -0.92 1.86 0.77 0.27
H 2.471 2.054 0.136 -0.87 -0.44 -0.07 0.17
H 3.475 0.108 -0.463 2.08 0.92 -0.80 0.23
H 2.747 -1.583 -0.931 0.18 1.41 0.81 0.27
H 1.774 -1.436 1.698 0.25 -0.18 -0.77 0.26
H 2.607 0.134 1.814 0.70 -0.11 0.13 0.23
H -2.536 0.478 -1.840 0.02 -0.68 0.21 0.25
H -3.275 -0.558 -0.360 1.76 1.75 -1.15 0.25
H -3.162 1.258 -0.417 0.29 -0.45 -0.05 0.24
H -2.123 1.185 1.454 -0.81 1.62 1.02 0.23
H -1.726 -0.484 1.759 1.09 1.55 -0.60 0.24
H -0.349 0.812 1.682 -0.36 -0.02 0.40 0.24
H -0.715 1.237 -0.421 -0.25 0.87 -0.49 0.48

---

(2)
7
Properties=species:S:1:pos:R:3:forces:R:3:nbo_charge:R:1 method="wB97M-V/def2-TZVPD" smiles="C=O.O" homo_ev=-10.489
C 0.670 -2.740 0.039 -1.66 2.84 -0.87 0.26
O 0.247 -1.573 0.159 1.35 -3.39 0.03 -0.50
H 0.101 -3.618 0.428 0.41 0.48 0.21 0.12
H 1.512 -2.957 -0.662 -0.10 0.09 0.63 0.12
O -1.022 3.810 0.322 0.55 -0.53 -0.96 -0.94
H -0.775 4.206 -0.544 -0.25 -0.48 0.93 0.47
H -0.733 2.872 0.258 -0.30 0.99 0.03 0.47

---

(3)
19
Properties=species:S:1:pos:R:3:forces:R:3:nbo_charge:R:1 method="wB97M-V/def2-TZVPD" spin_multiplicity=2 homo_ev="-14.482 / -13.253" charge=+1
C 0.734 -0.292 -2.084 0.96 0.68 -0.05 -0.69
C -0.570 0.143 -1.542 -0.26 0.60 0.24 0.13
C -1.787 -0.064 -2.094 0.16 1.82 -1.53 -0.27
C -0.638 0.908 -0.221 -0.66 -1.52 0.80 -0.54
C 0.418 0.504 0.758 -1.73 -1.49 -1.35 -0.09
C 0.048 -0.192 1.887 0.22 1.23 1.96 0.07
C 1.050 -0.575 2.924 0.74 -0.03 -0.64 -0.70
H 1.458 0.537 -1.850 -0.45 -0.62 -0.51 0.25
H 0.727 -0.487 -3.167 -0.11 0.08 0.49 0.26
H 1.191 -1.160 -1.585 -0.38 -0.01 0.07 0.26
H -1.912 -0.489 -3.095 0.04 -0.56 0.62 0.23
H -2.579 0.643 -1.814 -0.04 -0.79 0.28 0.22
H -0.898 1.995 -0.333 0.63 -0.44 -0.29 0.34
H -1.637 0.573 0.185 0.73 0.33 0.18 0.28
H 1.336 0.135 0.316 0.66 0.89 0.29 0.23
H -1.004 -0.297 2.154 0.06 0.10 -0.19 0.22
H 1.200 0.245 3.666 -0.36 -0.24 -0.55 0.29
H 0.863 -1.474 3.523 -0.24 0.15 -0.42 0.27
H 1.999 -0.651 2.372 0.04 -0.20 0.59 0.24

---

(4)
17
Properties=species:S:1:pos:R:3:forces:R:3:nbo_charge:R:1 method="wB97M-V/def2-TZVPD" homo_ev=-8.320
C 1.907 -1.284 0.168 -0.04 -0.07 0.12 -0.79
C 1.121 -0.257 0.878 -0.14 -0.27 -0.20 0.19
C -0.252 2.020 -0.347 -0.01 0.02 -0.03 -0.64
C -1.103 0.920 0.253 0.06 0.34 0.22 0.13
O -1.819 0.167 -0.743 -0.10 0.03 -0.07 -0.53
C -1.124 -1.049 -0.443 0.12 -0.35 -0.09 -0.08
C -0.333 -0.354 0.690 0.17 0.02 0.00 -0.46
H 2.812 -1.577 0.711 -0.10 0.09 -0.09 0.25
H 2.281 -0.670 -0.676 -0.05 -0.04 0.07 0.28
H 1.398 -2.160 -0.261 0.01 0.12 0.12 0.19
H 0.449 2.399 0.402 -0.13 -0.02 -0.09 0.23
H -0.873 2.843 -0.712 0.05 -0.13 0.04 0.22
H 0.324 1.624 -1.193 -0.05 0.05 0.13 0.21
H -1.793 1.324 1.004 0.10 -0.06 -0.09 0.18
H -0.535 -1.411 -1.297 -0.08 0.10 0.11 0.17
H -1.812 -1.843 -0.127 0.12 0.11 -0.05 0.18
H -0.647 -0.693 1.694 0.08 0.04 -0.08 0.28